C42H112B3F12N7O14Ti | ωB97M-V/def2-TZVPD

## Properties
- E (a.u.) = -5225.14531
- orbital gap (spin up / spin down) (eV) = 4.1 / 9.4
- multiplicity = 4
- charge = +5

The geometry in XYZ format:
```
191
Properties=species:S:1:pos:R:3:forces:R:3:mulliken_spin:R:1
Ti -12.040 -7.657 -26.369 0.05 0.03 0.48 2.12
C -14.648 -10.980 -18.662 -1.24 -0.37 0.23 0.00
O -15.617 -10.406 -19.572 2.52 1.42 -0.83 0.00
C -15.251 -9.015 -19.847 -2.17 -0.65 -0.40 0.00
C -14.166 -8.710 -20.901 -0.45 -1.04 0.57 0.00
N -14.522 -9.457 -22.241 2.59 -0.68 1.68 0.00
H -15.238 -10.157 -22.103 -0.63 -0.25 0.39 0.00
H -14.823 -8.738 -22.883 -0.14 0.05 -0.45 0.00
C -13.275 -10.244 -22.778 0.30 1.04 0.00 -0.01
C -13.030 -11.629 -22.205 -2.63 -0.57 0.77 0.00
O -14.264 -12.385 -22.444 0.67 0.95 -0.48 0.00
C -14.586 -13.398 -21.484 0.80 0.38 -0.05 0.00
H -14.610 -10.405 -17.737 -0.34 -0.08 0.18 0.00
H -13.604 -11.062 -18.965 -0.03 0.04 -0.80 0.00
H -15.086 -11.967 -18.514 0.49 -0.02 0.50 0.00
H -15.212 -8.546 -18.864 0.93 0.48 -0.24 0.00
H -16.163 -8.612 -20.288 -0.26 0.07 0.05 0.00
H -13.180 -8.989 -20.531 0.03 -0.47 -0.50 0.00
H -14.104 -7.647 -21.133 -0.35 -0.08 -0.04 0.00
H -12.444 -9.604 -22.483 0.09 -0.02 -0.44 0.00
H -13.335 -10.260 -23.866 -0.16 0.01 0.24 0.02
H -12.892 -11.609 -21.124 0.18 0.24 0.16 0.00
H -12.156 -12.120 -22.633 -0.01 0.20 -0.37 0.00
H -14.880 -12.952 -20.534 -0.26 0.02 -0.07 0.00
H -13.676 -13.970 -21.299 -0.20 -0.50 -0.01 0.00
H -15.387 -13.994 -21.921 0.17 -0.03 0.22 0.00
C -7.664 -10.370 -25.500 0.54 0.16 0.72 0.00
O -6.557 -9.450 -25.348 0.05 1.58 -0.08 0.00
C -6.842 -8.028 -25.500 0.68 -1.15 -0.14 0.00
C -5.501 -7.219 -25.447 0.51 -0.63 -0.02 0.01
N -4.690 -7.427 -24.146 0.97 0.60 -0.64 0.00
H -5.181 -7.121 -23.318 -0.46 -0.12 0.31 0.00
H -4.511 -8.417 -24.059 -0.32 -0.80 0.28 0.00
C -3.266 -6.813 -23.989 0.15 0.45 -0.31 0.00
C -2.681 -7.117 -22.627 -0.73 -2.11 1.00 0.00
O -2.758 -8.557 -22.326 -0.10 1.86 -0.97 0.00
C -2.470 -8.904 -20.974 -0.27 -0.33 0.56 0.00
H -8.262 -10.371 -24.588 -0.35 0.32 -0.23 0.00
H -7.230 -11.370 -25.532 0.21 0.15 -0.25 0.00
H -8.255 -10.190 -26.397 0.01 0.22 0.12 0.00
H -7.587 -7.611 -24.822 0.15 -0.28 0.95 0.02
H -7.389 -7.862 -26.428 0.53 0.18 -0.62 -0.04
H -5.650 -6.164 -25.680 -0.20 0.12 0.69 0.00
H -4.745 -7.500 -26.180 -0.45 -0.55 -0.32 0.00
H -3.379 -5.729 -24.024 -0.08 -0.01 -0.24 0.00
H -2.539 -7.098 -24.749 -0.76 -0.46 -0.48 0.00
H -3.316 -6.562 -21.936 0.32 0.03 0.71 0.00
H -1.631 -6.832 -22.560 -0.14 0.48 -0.12 0.00
H -3.219 -8.517 -20.284 -0.40 -0.02 -0.12 0.00
H -1.529 -8.565 -20.540 0.39 0.18 -0.71 0.00
H -2.480 -9.994 -20.952 -0.03 0.14 0.07 0.00
C -14.099 -13.788 -25.549 0.48 0.68 1.71 0.00
O -14.889 -12.920 -26.332 -0.22 0.78 -0.66 0.00
C -15.730 -12.063 -25.535 -0.71 -0.75 -0.71 0.00
C -16.640 -11.193 -26.477 0.70 -0.23 0.86 0.00
N -15.843 -9.992 -27.027 0.74 -2.65 -2.51 0.00
H -16.434 -9.370 -27.559 -0.44 0.35 0.20 0.00
H -15.410 -9.510 -26.252 0.34 0.60 0.35 0.01
C -14.713 -10.455 -28.056 0.72 1.58 0.61 0.00
C -14.064 -9.241 -28.867 -1.23 -2.14 0.92 0.01
O -13.746 -8.198 -28.022 -0.41 0.48 0.72 0.10
C -13.958 -6.952 -28.647 0.08 0.98 0.20 0.01
H -13.351 -13.205 -25.012 0.33 0.28 -0.02 0.00
H -13.532 -14.568 -26.057 -0.71 0.14 -0.68 0.00
H -14.679 -14.198 -24.722 -0.29 -0.51 -0.21 0.00
H -15.206 -11.492 -24.769 0.49 0.32 -0.27 0.00
H -16.333 -12.761 -24.954 -0.65 0.26 0.07 0.00
H -17.534 -10.752 -26.035 0.36 -0.01 0.81 0.00
H -17.101 -11.858 -27.207 0.74 0.31 -0.76 0.00
H -15.124 -11.153 -28.786 -0.26 -0.05 0.42 0.00
H -13.946 -10.910 -27.430 -0.30 -0.17 -0.13 0.01
H -14.816 -8.968 -29.607 0.24 0.34 -0.32 0.00
H -13.137 -9.601 -29.313 -0.17 -0.32 -0.45 -0.01
H -13.334 -6.889 -29.539 -0.22 0.23 -0.17 -0.01
H -13.673 -6.183 -27.929 0.31 -0.16 -0.14 0.04
H -15.014 -6.755 -28.831 -0.02 -0.39 -0.46 0.01
C -16.964 -5.016 -28.741 0.56 0.88 0.12 0.00
O -15.832 -4.324 -29.326 -0.17 -0.90 -0.69 0.00
C -14.916 -3.748 -28.431 -1.33 0.47 0.86 0.00
C -13.680 -3.354 -29.180 1.28 -0.98 -1.33 0.00
N -14.033 -2.791 -30.543 0.73 1.29 0.29 0.00
H -14.903 -3.230 -30.808 -0.39 -0.76 -0.61 0.00
H -14.304 -1.830 -30.387 -0.30 0.48 0.24 0.00
C -12.982 -2.633 -31.689 0.21 -0.07 1.43 0.00
C -12.977 -3.782 -32.603 -1.62 -1.26 -1.68 0.00
O -12.653 -5.050 -32.068 -1.42 0.91 -0.08 0.00
C -11.299 -5.287 -31.992 1.51 -0.88 0.10 0.00
H -17.527 -5.445 -29.570 0.13 -0.03 0.23 0.00
H -17.584 -4.325 -28.170 -0.14 0.21 -0.22 0.00
H -16.623 -5.745 -28.007 0.09 -0.33 -0.18 0.00
H -14.660 -4.438 -27.628 0.24 -0.03 0.11 0.00
H -15.444 -2.917 -27.963 0.30 0.45 0.22 0.00
H -13.110 -4.252 -29.418 0.05 -0.11 0.05 0.00
H -12.971 -2.690 -28.685 -0.43 0.15 0.14 0.00
H -11.997 -2.533 -31.233 -0.21 0.49 0.35 0.00
H -13.306 -1.736 -32.216 0.34 -0.01 0.00 0.00
H -12.504 -3.597 -33.567 0.99 0.34 0.29 0.00
H -13.992 -3.820 -33.000 -0.49 -0.65 0.26 0.00
H -10.800 -5.418 -32.952 -0.19 0.57 -0.52 0.00
H -11.162 -6.279 -31.561 -0.09 0.19 0.61 0.00
H -10.778 -4.527 -31.410 0.20 -0.11 0.16 0.00
C -5.535 -12.338 -35.646 -0.38 -0.45 0.11 0.00
O -6.223 -11.241 -35.067 0.48 2.55 -0.60 0.00
C -5.574 -9.980 -35.566 -1.97 -1.10 1.83 0.00
C -6.390 -8.768 -34.959 1.02 -0.61 -0.96 0.00
N -6.661 -8.858 -33.505 1.17 -0.31 1.20 0.00
H -7.512 -8.357 -33.292 0.03 0.93 0.29 0.00
H -6.947 -9.796 -33.264 0.38 -0.96 -0.08 0.00
C -5.450 -8.428 -32.588 -2.03 0.80 0.11 0.00
C -5.890 -8.481 -31.092 1.54 -1.73 -1.19 0.00
O -6.926 -7.626 -30.852 -1.27 0.81 1.90 0.00
C -7.259 -7.570 -29.405 -0.16 0.65 -0.66 0.00
H -4.469 -12.136 -35.539 0.13 -0.58 -0.24 0.00
H -5.849 -12.505 -36.676 0.32 0.33 -0.24 0.00
H -5.857 -13.240 -35.125 0.32 0.11 0.27 0.00
H -5.587 -9.944 -36.655 -0.14 0.15 0.03 0.00
H -4.542 -10.027 -35.220 0.09 0.35 0.00 0.00
H -7.371 -8.643 -35.418 0.29 -0.09 -0.35 0.00
H -5.781 -7.870 -35.057 -0.26 0.11 -0.43 0.00
H -5.295 -7.370 -32.800 0.10 -0.07 -0.38 0.00
H -4.596 -9.010 -32.934 -0.14 -0.13 0.52 0.00
H -5.018 -8.277 -30.471 0.26 0.16 -0.03 0.00
H -6.172 -9.514 -30.886 -0.12 -0.37 0.26 0.00
H -7.432 -8.529 -28.916 -0.11 -0.42 -0.63 0.00
H -8.140 -6.942 -29.274 -0.10 -0.23 -0.43 0.00
H -6.505 -7.081 -28.789 0.63 0.11 -0.51 0.00
C -10.147 -19.471 -30.347 -0.74 0.43 0.71 0.00
O -9.346 -18.282 -30.501 0.60 0.57 -0.78 0.00
C -9.040 -17.419 -29.427 -0.92 -0.53 0.84 0.00
C -10.232 -16.467 -29.132 0.36 0.18 -1.33 0.00
N -10.452 -15.635 -30.407 -1.36 1.32 1.32 0.00
H -9.594 -15.113 -30.519 0.22 0.47 -0.28 0.00
H -10.587 -16.193 -31.238 0.06 -0.60 -0.22 0.00
C -11.705 -14.644 -30.292 0.83 -1.10 0.02 0.00
C -11.588 -13.663 -29.096 -0.81 -1.00 -0.50 0.00
O -10.393 -13.021 -29.235 1.43 0.88 -0.43 0.00
C -10.185 -12.042 -28.206 0.31 -0.96 -0.02 0.00
H -10.144 -20.122 -31.221 1.08 0.27 -0.06 0.00
H -11.208 -19.221 -30.324 -0.21 0.35 0.50 0.00
H -9.888 -20.011 -29.436 0.13 -0.08 -0.12 0.00
H -8.135 -16.829 -29.570 -0.02 0.11 -1.10 0.00
H -8.708 -17.938 -28.528 -0.68 -0.44 0.34 0.00
H -10.038 -15.664 -28.421 0.14 -0.58 0.46 0.00
H -11.168 -16.991 -28.942 0.14 0.01 0.17 0.00
H -12.510 -15.378 -30.251 -0.29 0.40 0.39 0.00
H -11.783 -14.152 -31.261 0.24 0.18 0.17 0.00
H -11.695 -14.169 -28.136 0.30 -0.49 0.23 0.00
H -12.384 -12.921 -29.027 -0.63 -0.09 -0.72 0.00
H -10.906 -11.225 -28.222 -0.13 -0.18 -0.20 0.00
H -9.178 -11.644 -28.331 -0.14 -0.04 0.00 0.00
H -10.252 -12.612 -27.280 0.06 0.54 0.43 0.00
C -10.365 -6.697 -22.285 -0.50 -0.71 1.41 -0.06
O -10.352 -5.324 -22.075 1.46 3.04 -0.16 0.01
C -11.019 -4.474 -23.002 -1.47 -1.34 0.37 0.00
C -10.194 -4.225 -24.209 1.00 -0.79 -0.40 0.01
N -8.806 -3.645 -23.866 -1.30 0.15 -1.77 0.00
H -8.992 -2.723 -23.497 0.35 0.62 0.21 0.00
H -8.422 -4.233 -23.140 0.17 -0.12 0.42 0.00
C -7.889 -3.551 -25.087 0.46 -0.39 0.49 0.00
C -8.498 -2.812 -26.267 -0.20 0.60 0.85 0.00
O -9.201 -1.672 -25.768 0.49 -2.21 0.41 0.00
C -9.645 -0.838 -26.778 -0.15 1.95 -0.88 0.00
H -10.160 -7.102 -23.276 -0.55 0.32 -0.32 0.12
H -11.312 -6.946 -21.806 -0.24 -1.21 -0.79 -0.01
H -9.600 -7.106 -21.623 0.16 0.05 0.02 0.00
H -11.534 -3.603 -22.595 1.05 0.36 0.89 0.00
H -11.926 -5.003 -23.294 -0.06 -0.34 -0.81 0.02
H -10.706 -3.621 -24.959 0.36 0.09 0.11 -0.02
H -9.936 -5.204 -24.611 -0.19 0.03 -0.51 0.08
H -7.651 -4.556 -25.436 -0.41 -0.26 0.21 0.00
H -6.928 -3.165 -24.746 -0.25 0.54 0.13 0.00
H -9.121 -3.521 -26.812 -0.31 0.28 -0.17 0.00
H -7.702 -2.453 -26.919 0.22 -0.28 -0.09 0.00
H -10.722 -0.679 -26.732 0.01 0.10 0.26 0.00
H -9.423 -1.103 -27.812 0.20 -0.80 0.08 0.00
H -9.095 0.093 -26.646 -0.47 0.41 -0.03 0.00
B -10.552 -5.785 -27.768 1.17 1.14 -0.76 0.13
F -9.335 -5.877 -27.061 0.01 -0.63 0.07 -0.03
F -11.593 -5.462 -26.946 -1.40 0.51 1.96 -0.03
F -10.408 -4.754 -28.670 0.22 0.82 -0.94 0.01
F -10.985 -6.913 -28.431 0.43 -1.53 -0.75 0.13
B -14.151 -7.247 -24.563 -0.08 2.04 2.42 0.23
F -13.973 -6.426 -25.619 0.38 1.34 -1.95 -0.03
F -12.943 -7.327 -23.866 0.86 -0.84 0.03 0.00
F -15.016 -6.660 -23.615 -0.60 -0.86 -0.40 0.00
F -14.563 -8.453 -25.052 -0.93 -1.90 0.08 -0.03
B -11.123 -10.009 -25.664 2.27 -1.03 1.19 0.00
F -10.940 -9.099 -24.615 -0.11 0.78 0.02 0.02
F -10.542 -11.195 -25.239 0.19 -0.47 -0.42 0.00
F -12.450 -10.206 -25.870 -1.84 0.28 -0.83 0.00
F -10.502 -9.504 -26.845 -0.37 0.22 0.20 0.12
```
Forces are in eV/Å.